Here is C31H45ClIrN4OSeSiTe as an isolated structure from the OMol25 dataset. Energies are from ωB97M-V with the def2-TZVPD basis set.

The geometry in XYZ format:
```
86
Properties=species:S:1:pos:R:3:forces:R:3:lowdin_charge:R:1
Ir 0.15047 0.33251 0.04252 0.0660 -0.1314 0.4661 0.70
C -8.34258 -2.06566 0.70993 -0.0057 -0.0032 -0.0023 -0.03
C -7.01465 -1.62160 0.16756 -0.0515 0.0048 -0.0550 -0.24
C -5.86550 -1.69731 0.94223 0.1204 0.0539 -0.0331 0.00
C -4.61222 -1.31772 0.46459 -0.1507 -0.0342 -0.0099 -0.27
C -3.45536 -1.34027 1.42643 0.0332 -0.1182 -0.0071 -0.05
C -4.53716 -0.89320 -0.86845 -0.1118 0.1261 -0.0090 -0.34
Te -2.76826 -0.28175 -1.84073 -0.0925 -0.1434 -0.2550 1.84
N -1.29974 -0.93078 -0.72177 0.3863 0.0715 0.2136 -0.43
C -0.42726 -1.93887 -0.84723 0.2283 0.0174 0.0023 -0.54
O 0.74286 -1.65799 -0.39321 -0.6022 0.0208 -0.4747 -0.13
C -0.70627 -3.27358 -1.39637 0.1232 -0.0360 0.0071 -0.16
C -1.89403 -3.93198 -1.10256 0.0250 -0.0970 -0.0169 -0.03
C -2.09740 -5.22018 -1.57492 -0.0402 0.0234 0.0346 -0.07
C -1.13574 -5.82900 -2.36701 0.0053 -0.0200 -0.0045 -0.06
C 0.04427 -5.16214 -2.67539 0.0042 -0.0290 -0.0211 -0.05
C 0.27116 -3.89298 -2.17517 -0.0433 0.0465 0.0473 0.00
C -2.57723 -1.63371 -3.46518 -0.0729 -0.0417 0.0273 -0.35
C -1.51137 -1.20879 -4.26110 -0.0020 0.0925 0.0327 -0.15
C -1.12176 -1.93729 -5.37019 0.0125 -0.0071 -0.0104 -0.06
C -1.81004 -3.09786 -5.68486 -0.0166 -0.0007 0.0087 -0.05
C -2.86940 -3.50958 -4.89429 0.0493 0.0123 0.0004 -0.03
C -3.28816 -2.80155 -3.76506 -0.0057 -0.0056 -0.1347 -0.27
C -4.47656 -3.36269 -3.03006 -0.0476 0.0328 -0.0112 -0.04
C -5.68828 -0.72217 -1.65052 0.0407 -0.0145 0.0258 -0.33
C -5.70885 -0.14166 -3.04314 -0.0776 -0.0114 -0.1118 -0.06
C -6.90928 -1.10387 -1.11703 -0.0634 -0.0353 0.0970 0.00
H -8.34864 -2.05585 1.79859 -0.0034 -0.0010 -0.0031 0.08
H -8.56401 -3.08441 0.38470 0.0032 0.0086 0.0031 0.09
H -9.14794 -1.42446 0.35305 0.0045 -0.0068 0.0026 0.09
H -5.94736 -2.03463 1.96950 0.0319 0.0089 -0.0103 0.13
H -3.84051 -1.37615 2.44378 0.0247 -0.0078 0.0038 0.09
H -2.83137 -0.45407 1.33607 0.0448 0.0636 -0.0052 0.04
H -2.82303 -2.21896 1.28173 0.0305 0.0599 0.0276 0.07
H -2.64725 -3.45438 -0.48848 0.0045 0.0256 0.0212 0.10
H -3.00820 -5.74839 -1.32348 0.0123 0.0029 0.0024 0.11
H -1.30110 -6.83202 -2.73931 0.0034 0.0137 0.0025 0.11
H 0.79190 -5.64012 -3.29511 -0.0160 0.0061 0.0163 0.11
H 1.19430 -3.36762 -2.38246 -0.0098 -0.0069 -0.0024 0.13
H -0.96333 -0.30880 -3.99468 0.0220 -0.0049 -0.0339 0.04
H -0.29128 -1.60287 -5.97770 -0.0091 0.0134 0.0244 0.11
H -1.52168 -3.68607 -6.54673 -0.0138 0.0050 0.0145 0.11
H -3.39652 -4.42185 -5.14921 0.0017 0.0122 0.0132 0.12
H -4.45014 -4.44936 -3.09092 -0.0315 -0.0045 -0.0202 0.08
H -5.40470 -3.03134 -3.50597 0.0626 -0.0386 0.0536 0.09
H -4.52910 -3.08733 -1.98258 0.0705 0.0157 0.0189 0.06
H -4.75996 0.22948 -3.42793 0.1233 0.0430 0.0594 0.03
H -6.39850 0.70267 -3.07135 -0.0021 -0.0212 -0.0217 0.10
H -6.05664 -0.87841 -3.77036 -0.0143 0.0326 0.0496 0.09
H -7.80552 -0.98326 -1.71762 0.0328 0.0081 0.0052 0.13
C 3.49401 3.75964 -0.25661 -0.0410 -0.0266 0.0555 -0.04
N 2.81240 2.87386 0.67642 0.0430 0.0931 -0.0391 -0.14
C 1.72276 3.46209 1.44212 0.0524 0.0124 -0.0474 -0.05
C 2.98630 1.54315 0.64547 -0.0396 -0.0429 -0.0372 -0.47
N 1.99438 0.71525 0.92856 -0.1524 0.1894 -0.0288 -0.06
N 4.21672 1.06199 0.33714 0.0908 0.0898 0.0124 -0.14
C 5.43983 1.73825 0.74679 -0.0261 -0.0255 0.0070 -0.04
C 4.38552 -0.30246 -0.13325 -0.0217 0.0274 0.0142 -0.04
H 2.74985 4.29544 -0.84608 -0.0022 0.0114 0.0062 0.07
H 4.11122 3.18510 -0.94058 -0.0132 -0.0030 0.0016 0.09
H 4.11513 4.48929 0.26680 -0.0002 -0.0005 0.0087 0.10
H 2.07738 4.39242 1.88861 0.0118 0.0009 -0.0109 0.10
H 1.41592 2.77903 2.22807 0.0053 -0.0213 -0.0001 0.08
H 0.85994 3.66948 0.81483 -0.0229 0.0122 -0.0268 0.02
H 2.36745 -0.19840 1.15878 -0.0316 -0.0404 -0.0419 0.06
H 5.20174 2.61428 1.34326 0.0113 -0.0182 -0.0011 0.09
H 6.03581 2.04314 -0.11586 0.0015 0.0017 0.0088 0.10
H 6.03806 1.05772 1.35633 0.0040 0.0093 0.0018 0.10
H 3.50796 -0.61585 -0.69523 -0.0069 -0.0093 -0.0036 0.08
H 4.55992 -1.00226 0.69092 0.0019 -0.0120 -0.0137 0.10
H 5.25111 -0.33536 -0.79430 -0.0018 -0.0091 -0.0029 0.10
Cl -1.28224 2.06223 0.58339 -0.0346 0.0442 0.0405 -0.01
C -0.24311 4.77726 -1.43873 -0.0572 -0.0493 -0.1124 -0.22
Si -0.46430 3.30362 -2.57411 0.2569 0.1565 -0.0842 0.15
C 0.46144 3.64489 -4.18022 -0.1543 0.0151 0.0455 -0.24
C -2.29039 3.15016 -2.95802 0.0315 -0.0348 -0.0394 -0.25
Se 0.66928 1.33391 -2.08545 0.0029 -0.1987 0.0899 0.38
H -0.71649 5.63394 -1.93149 0.0095 -0.0429 -0.0067 0.04
H 0.80170 5.04145 -1.27839 -0.0100 -0.0461 0.0168 0.01
H -0.73363 4.63533 -0.47798 0.0155 -0.0083 0.0226 0.00
H 0.04190 4.53671 -4.65637 0.0146 -0.0335 0.0144 0.04
H 0.37432 2.81867 -4.88917 -0.0073 0.0096 0.0139 0.03
H 1.52340 3.82859 -4.00787 -0.0201 -0.0150 0.0409 0.03
H -2.60069 4.09021 -3.42640 -0.0037 -0.0216 0.0619 0.04
H -2.89320 2.99986 -2.06197 -0.0001 0.0076 0.0135 0.01
H -2.49791 2.35253 -3.67402 0.0107 -0.0225 -0.0078 0.01
```
Positions in Å, forces in eV/Å.

Computed properties:
- Strongest force on any atom: 0.8 eV Å⁻¹
- E: -5025.85780 Ha
- Charge: +1
- 2S+1: 1
- HOMO-LUMO gap: 7.15 eV